# 1
{
  "formula": "C11H32NO13P3",
  "method": "ωB97M-V/def2-TZVPD",
  "elements": ["P", "C", "H", "O", "H", "O", "C", "N", "O", "H", "C", "C", "P", "H", "O", "H", "C", "H", "H", "H", "P", "H", "C", "H", "H", "H", "O", "H", "O", "H", "O", "O", "C", "H", "O", "C", "H", "H", "H", "H", "H", "C", "H", "H", "H", "H", "H", "H", "C", "O", "C", "O", "H", "H", "H", "O", "H", "H", "O", "H"],
  "xyz": [[3.148465, -3.649891, 0.612700], [-3.273102, -3.146947, 6.920020], [-3.902543, 2.670824, -5.041830], [3.198301, -3.434241, -0.962874], [4.299960, 0.898777, 1.338363], [-1.620771, -2.950126, 3.560746], [-0.988878, 2.535882, -6.727073], [4.098268, -0.095331, 1.319182], [4.658272, -3.379716, 1.063645], [-2.415157, 0.293082, 5.806810], [3.589754, -2.193986, -1.509846], [2.588239, -0.263699, -2.462092], [-1.639575, -2.247452, 5.003598], [-2.168936, -4.378565, 2.217002], [-1.143240, 5.249441, -5.161404], [-2.040257, -4.978541, 3.872262], [-3.867857, 3.731551, -4.793466], [1.966501, 0.053985, 1.395005], [3.865423, -2.391468, -2.548278], [-3.439387, -3.970474, 3.389962], [-1.233761, 3.813600, -4.407879], [-3.499430, -2.931882, 7.960718], [2.540549, -1.738518, 2.360679], [-1.472644, 6.393101, -3.450276], [-4.034363, -0.439132, 5.985566], [1.630097, -1.727329, 2.960573], [-0.462420, 3.703702, -3.171379], [-0.185843, 2.162049, -7.354964], [-2.214238, -2.258843, 6.528688], [-4.168313, -2.974995, 6.316711], [-0.338244, -1.585822, 5.142828], [-2.841782, -1.267537, 4.495328], [-1.628602, 6.429144, -4.528268], [1.815744, -0.515522, -3.190737], [2.535823, -1.284636, -1.454917], [2.811486, -0.301282, 1.992165], [1.603162, 1.678828, -2.463353], [1.662540, 0.852817, -0.938562], [-2.965465, -4.189223, 6.837254], [-3.811056, 4.326219, -5.708765], [-4.774389, 3.993681, -4.255489], [-2.369512, -4.141195, 3.257188], [-1.064887, 7.260780, -4.945632], [3.320983, -2.183022, 2.974791], [4.843557, -3.976726, 1.805774], [3.957252, -0.285430, 0.331854], [-3.669957, 0.575087, 4.581080], [4.481912, -1.824188, -0.988124], [2.250918, 1.078321, -1.828939], [2.224226, -2.509557, 1.179886], [-3.255863, -0.153054, 5.275810], [-0.372110, 3.133865, -5.573038], [3.125114, 1.635797, -1.499705], [-1.625676, 1.697780, -6.442696], [3.570120, -0.256004, -2.937305], [2.699067, -4.998812, 0.941408], [-1.565980, 3.275292, -7.285088], [-2.687233, 6.580290, -4.746295], [-2.763156, 4.025453, -3.922710], [2.819872, 0.261141, 2.927203]],
  "atomic_forces_ev_per_a": [[-0.362, -0.930, -0.148], [-0.135, 0.168, 0.023], [-0.012, -0.004, 0.013], [-0.153, 0.515, 0.194], [0.136, -0.015, 0.107], [-0.256, -2.484, 1.471], [0.090, 0.095, -0.112], [-0.238, 0.181, -0.208], [-0.175, 0.147, 0.340], [0.003, -0.011, 0.027], [0.250, -0.087, -0.441], [-0.362, 0.055, 0.203], [-0.028, 5.978, -1.119], [0.018, 0.050, -0.012], [0.039, -0.002, -0.163], [0.010, -0.002, 0.000], [-0.058, 0.219, -0.018], [-0.097, 0.007, 0.045], [-0.035, -0.136, -0.023], [0.007, 0.029, 0.000], [2.361, 4.429, 1.354], [0.027, 0.034, 0.001], [-0.841, 0.428, 0.227], [-0.020, -0.014, 0.013], [0.047, -0.003, 0.054], [-0.067, -0.232, 0.024], [-0.061, -0.587, 0.138], [0.034, 0.036, 0.016], [0.236, -3.009, -0.200], [0.020, -0.007, -0.026], [0.374, -0.647, 0.193], [-0.156, -0.129, -0.287], [0.029, 0.027, -0.039], [0.168, -0.038, -0.237], [0.260, 0.086, 0.219], [0.287, 0.007, 0.067], [0.238, 0.208, -0.142], [-0.064, 0.078, 0.044], [-0.002, -0.007, 0.021], [0.024, -0.012, 0.000], [0.021, 0.017, 0.031], [-0.061, 0.054, -0.144], [0.008, 0.005, 0.018], [0.249, -0.076, -0.298], [0.155, 0.137, -0.229], [0.054, -0.142, 0.007], [0.011, 0.013, 0.004], [-0.042, 0.017, 0.118], [-0.288, -0.348, 0.359], [0.792, 0.230, -0.034], [-0.015, -0.007, -0.068], [-1.970, -1.841, -0.154], [0.051, 0.083, -0.147], [0.003, -0.003, 0.006], [-0.016, 0.006, -0.133], [-0.015, -0.181, 0.106], [0.013, 0.019, 0.017], [-0.018, -0.041, 0.061], [-0.445, -2.388, -1.169], [-0.026, 0.021, 0.033]],
  "mulliken_charge": [0.83, -0.69, 0.29, -0.37, 0.30, -0.17, -0.63, -0.62, -0.51, 0.31, -0.53, -0.36, 1.03, 0.24, -0.31, 0.31, -0.67, 0.08, 0.47, 0.30, 1.06, 0.23, -0.40, 0.31, 0.23, 0.25, -0.70, 0.26, -0.34, 0.33, -0.70, -0.32, -0.64, 0.27, -0.34, -0.23, 0.28, 0.15, 0.29, 0.33, 0.24, -0.67, 0.25, 0.33, 0.33, 0.09, 0.26, 0.43, -0.84, -0.04, -0.67, -0.30, 0.29, 0.30, 0.37, -0.75, 0.30, 0.24, -0.33, 0.54],
  "total_energy_ha": -2495.4064,
  "largest_force_ev_per_a": 6.08,
  "de_lowest_kcal_mol": 0.0,
  "smiles": "CCOCO[P@@](=O)(O)OCCN.COP(=O)(OC)OC.COP(=O)(OC)OC"
}


# 2
{
  "formula": "C11H33Be2O11",
  "method": "ωB97M-V/def2-TZVPD",
  "elements": ["H", "H", "C", "H", "H", "H", "O", "H", "O", "H", "H", "C", "O", "H", "H", "H", "C", "O", "H", "Be", "O", "H", "H", "H", "H", "H", "H", "C", "O", "O", "H", "C", "H", "H", "H", "H", "O", "H", "C", "C", "H", "H", "Be", "O", "C", "O", "H", "C", "H", "H", "H", "O", "H", "H", "H", "C", "C"],
  "xyz": [[-1.289439, -1.833505, 1.800705], [-5.979399, -0.081545, -1.908875], [1.557301, 2.157065, -2.105785], [-7.137789, 0.416015, 0.112435], [3.004371, 3.641365, 2.433045], [-3.455739, -1.394505, 0.746525], [-3.188439, 0.725215, -1.826265], [3.252771, -0.907845, 1.823775], [0.326021, -1.081715, 1.853205], [-4.754879, -0.564505, 2.954685], [-4.307869, -1.907925, 3.626135], [-5.540149, 0.378415, -1.023675], [2.756661, 2.730015, 2.605355], [4.301751, -2.431765, -1.888595], [0.899371, 1.355295, -2.441025], [2.259881, 3.867205, -4.855345], [0.294911, -0.665835, 0.554855], [-2.112529, -2.141985, 2.186665], [-6.302879, -1.526225, 2.038125], [-0.269339, -2.912725, 4.026875], [2.714591, 1.432995, -1.932035], [-3.031519, -0.180475, 1.912965], [0.845651, 4.071785, -2.848385], [3.120811, -1.728285, -3.209695], [-0.631449, -0.165725, 0.272275], [2.549421, 0.496185, -2.061285], [4.681231, 2.873015, 2.520595], [-3.204939, -1.250365, 1.797435], [-5.579829, -2.127635, 1.845515], [3.183431, -0.139285, 2.394825], [3.858961, 0.957635, 0.712065], [-4.272289, 1.272105, -1.137375], [0.462231, -1.325195, -0.296815], [1.035011, 0.133445, 0.515885], [2.319131, -4.078165, -3.066845], [2.631001, 4.061615, -2.731775], [2.819561, -4.255155, -2.266945], [1.204601, 2.546125, -1.150625], [2.441961, -3.297255, -1.258135], [1.747331, 3.473615, -2.979735], [-2.435549, 0.395335, -1.330345], [-5.191449, -0.526355, -0.525765], [1.045241, 0.560315, 3.646855], [-6.508449, 1.071435, -0.197335], [-4.504159, -1.567515, 2.609425], [2.690021, -1.309205, -2.461095], [4.166961, 1.910865, 3.691525], [4.078221, 0.733665, 1.756035], [-4.320529, 2.337185, -1.364055], [2.726691, -3.902305, -0.397355], [4.978901, 0.132535, 1.880605], [1.945981, 3.089795, -4.387675], [3.425991, -1.634885, -0.423665], [1.386481, -3.050865, -1.373615], [-4.061159, 1.192995, -0.070955], [3.981611, 2.043805, 2.625655], [3.385681, -2.068275, -1.422995]],
  "atomic_forces_ev_per_a": [[-0.163, 0.054, -0.442], [-0.145, 0.919, -0.595], [-0.137, 1.256, -0.668], [-0.191, 0.025, -0.106], [-0.785, 0.214, -0.103], [0.227, -0.348, -0.123], [0.311, -0.729, -1.682], [-0.626, -0.760, 0.335], [0.249, -0.082, 0.423], [-0.749, 0.415, -0.492], [0.181, -1.583, -0.269], [-0.236, -0.178, -0.269], [-1.684, -0.652, -0.620], [0.363, 0.180, 0.955], [-1.242, 1.111, -0.779], [0.018, 0.061, -0.096], [-0.185, 0.422, -0.968], [0.223, 0.099, 0.723], [-0.430, -0.246, -0.218], [-0.923, 0.041, -0.626], [2.206, -0.106, 1.022], [0.864, -0.113, 0.363], [-0.082, 0.092, -0.119], [-0.380, 0.646, -0.876], [-0.446, 0.629, 0.537], [0.217, -0.155, -0.501], [0.989, -0.825, -1.252], [-1.580, -0.975, 0.354], [1.393, 0.305, 0.991], [-2.662, -0.822, 0.304], [-0.266, -0.162, -0.092], [-0.108, -0.478, 2.290], [0.571, -0.894, 0.650], [0.412, 0.633, -0.269], [-0.066, -0.142, -0.223], [-0.051, -0.241, 0.813], [-0.545, 0.416, -0.212], [-0.256, 0.043, 0.410], [2.359, -1.406, -0.811], [-0.061, -2.139, -1.482], [-0.593, 0.248, 0.409], [0.192, -0.105, 0.484], [1.190, 0.041, -1.269], [1.071, -0.384, -0.610], [0.392, 1.947, -0.209], [1.051, 0.069, 1.081], [0.134, -1.398, 0.154], [0.961, 2.580, 1.410], [-0.816, -0.230, -0.388], [-0.580, 0.513, 0.749], [0.907, 1.220, -0.380], [-0.568, 0.071, 1.490], [0.475, 1.003, -0.390], [0.038, 0.184, 0.466], [0.485, 0.870, 0.441], [1.878, 0.458, 0.946], [-2.801, -1.613, -0.660]],
  "lowdin_spin": [0.00, 0.00, 0.00, 0.00, 0.00, 0.00, 0.00, 0.00, -0.52, 0.00, 0.00, 0.00, 0.04, 0.00, 0.00, 0.00, -0.10, 0.07, 0.00, 0.82, 0.00, 0.00, 0.00, 0.00, -0.03, 0.00, 0.00, 0.00, 0.00, 0.08, 0.00, 0.00, 0.00, -0.06, 0.00, 0.00, 0.00, 0.00, 0.00, 0.00, 0.00, 0.00, 0.70, 0.00, 0.00, 0.00, 0.00, 0.00, 0.00, 0.00, 0.00, 0.00, 0.00, 0.00, 0.00, 0.01, 0.00],
  "total_energy_ha": -1294.9085,
  "charge": 2,
  "spin_multiplicity": 2,
  "largest_force_ev_per_a": 3.30,
  "s2": 1.69
}


# 3
{
  "formula": "C11H34FN8O5Sr",
  "method": "ωB97M-V/def2-TZVPD",
  "elements": ["N", "C", "H", "C", "H", "C", "H", "H", "H", "C", "N", "H", "H", "H", "F", "H", "H", "H", "N", "C", "H", "H", "N", "H", "N", "O", "O", "H", "H", "O", "H", "C", "H", "H", "C", "H", "C", "H", "N", "H", "H", "H", "O", "Sr", "H", "H", "H", "H", "N", "H", "H", "H", "C", "O", "C", "H", "H", "N", "H", "C"],
  "xyz": [[-5.906322, -5.756146, -31.563700], [-1.919090, -8.877918, -33.303215], [-1.283392, -7.312080, -29.056446], [-5.606684, -4.735568, -29.350762], [-0.870072, -3.793316, -33.908063], [-2.733890, -4.676115, -33.773811], [-1.841261, -8.399438, -34.287846], [0.008962, -6.628151, -28.032467], [0.969569, -4.747219, -28.795045], [-4.083607, -5.663714, -27.802208], [-4.308726, -8.289247, -33.149078], [-2.744479, -3.163472, -35.173590], [-4.724099, -10.543593, -34.373173], [-3.595625, -9.112558, -28.657619], [-2.337299, -8.453808, -29.469694], [-4.557766, -10.039611, -27.480453], [-3.169107, -11.371837, -34.148604], [-1.314553, -9.777658, -33.147968], [-0.674833, -6.527346, -28.757633], [-3.647803, -10.402730, -34.301015], [-3.231538, -6.340123, -27.722864], [-5.265179, -8.615226, -33.252611], [0.204736, -4.505094, -29.395742], [-7.677694, -3.968627, -31.736905], [-1.545989, -4.217993, -33.299495], [-3.431046, -5.433366, -33.109140], [-1.674531, -5.371687, -30.399501], [-6.536373, -5.257322, -29.084501], [-6.763523, -6.176760, -31.203664], [-1.628037, -7.916149, -32.311986], [-3.574881, -9.932980, -32.242734], [-0.753808, -5.464548, -29.578156], [0.208541, -3.715554, -30.011854], [-4.103399, -7.828155, -34.038381], [-3.330873, -9.414260, -33.178413], [-7.547025, -8.406098, -28.376279], [-5.705395, -4.475295, -30.844996], [-4.900896, -6.032772, -27.178764], [-4.492615, -9.338205, -28.195412], [-5.466628, -3.804245, -28.799355], [-3.669008, -4.714281, -27.441632], [-4.732625, -4.120310, -31.200615], [-5.527444, -8.117135, -29.754496], [-3.663783, -6.969764, -31.001281], [-0.071966, -7.044503, -31.344583], [-0.036569, -6.890332, -33.074872], [-3.273845, -10.053497, -35.269484], [-7.239740, -2.890381, -30.434675], [-6.745899, -8.848506, -27.968062], [0.407645, -8.456826, -32.397083], [-3.831354, -4.477159, -35.500595], [-6.414695, -2.843181, -32.018021], [-6.827445, -3.494463, -31.243021], [-4.490594, -5.583739, -29.143741], [-0.247741, -7.598816, -32.256488], [-6.664322, -9.171217, -27.023120], [-6.177255, -5.474779, -32.502589], [-3.139972, -4.047280, -34.915437], [-1.267236, -4.477752, -32.364738], [-5.599668, -8.753432, -28.686440]],
  "atomic_forces_ev_per_a": [[-0.681, 0.276, 0.034], [-0.773, -0.375, 0.602], [-0.042, -0.492, 0.531], [-0.079, -0.289, -0.790], [-0.033, 0.017, -0.010], [0.236, 1.479, 0.842], [0.414, -0.357, -0.150], [0.122, 0.001, -0.059], [0.267, 0.454, -0.158], [0.670, -0.130, 0.522], [0.780, 0.037, -1.364], [0.093, -0.091, -0.194], [-0.004, -0.126, -0.002], [0.117, -0.116, -0.011], [-0.317, 0.374, -0.208], [0.108, 0.056, 0.078], [-0.093, -0.002, 0.163], [0.566, 0.317, -0.506], [-0.361, 0.018, -0.614], [0.562, -0.010, -0.276], [-0.244, -0.317, -0.260], [0.084, -0.293, 0.172], [-0.720, -0.520, -0.272], [0.064, -0.378, 0.281], [0.320, -0.068, -0.052], [-0.288, -0.555, -0.518], [0.087, 0.437, -0.705], [0.067, 0.149, 0.541], [0.200, -0.179, 0.184], [0.090, -0.563, 0.160], [0.928, -0.074, 0.139], [0.487, -0.002, 1.240], [0.234, 0.145, 0.128], [-0.414, 0.606, 0.297], [-1.866, -0.263, 0.458], [-0.261, -0.070, 0.408], [-0.464, -0.090, -0.321], [0.040, 0.149, 0.149], [-0.329, -0.142, 0.268], [-0.210, 0.015, 0.065], [-0.522, 0.179, -0.005], [-0.086, 0.293, 0.139], [-0.786, -0.098, 0.033], [0.866, -0.406, 0.147], [0.142, -0.390, 0.253], [0.133, -0.184, 0.005], [-0.176, 0.169, 0.022], [0.249, 0.080, 0.064], [0.574, -0.109, -0.493], [-0.120, -0.195, 0.364], [-0.176, 0.142, 0.077], [-0.147, 0.283, 0.220], [0.369, 0.464, -0.276], [-0.111, 0.623, 0.093], [-0.193, 1.032, -0.883], [-0.597, 0.093, 0.092], [0.402, -0.267, -0.194], [-0.047, -0.608, -0.179], [-0.163, -0.208, 0.082], [1.034, 0.076, -0.351]],
  "mulliken_charge": [-0.46, -0.81, 0.27, -1.23, 0.18, 0.40, 0.39, 0.17, 0.15, -1.11, -0.40, 0.17, 0.41, 0.25, -0.88, 0.17, 0.42, 0.44, -0.26, -1.56, 0.24, 0.25, -0.51, 0.34, -0.31, -0.26, -0.24, 0.41, 0.22, 0.12, 0.26, 0.26, 0.24, 0.14, 0.19, 0.23, 0.76, 0.37, -0.35, 0.47, 0.34, -0.09, -0.48, 1.33, 0.04, 0.31, 0.35, 0.40, -0.50, 0.35, 0.24, 0.37, -1.44, 0.41, -0.77, 0.17, 0.26, -0.46, 0.11, 0.56],
  "total_energy_ha": -1384.4657,
  "charge": 1,
  "largest_force_ev_per_a": 1.94,
  "de_lowest_kcal_mol": 0.0
}